A molecular structure, C31H42AsGeN4O2Pm in a non-equilibrium geometry. Source: the OMol25 dataset; level of theory: wB97M-V/def2-TZVPD.

The value obtained for the frontier orbital gap (spin up / spin down) is 7.35 / 7.37 eV. The value obtained for the HOMO energy (spin up / spin down) is -12.56 / -12.53 eV. Its strongest force on any atom is 3.4 eV/A. Its spin multiplicity is 5. As for the total charge: +2. The calculated total energy is -6496.574545 Ha. Its energy relative to the best compared isomer or geometry (same formula, charge and spin) is 0.00 kcal per mole.

XYZ file:
```
82
Properties=species:S:1:pos:R:3:mulliken_charge:R:1
Pm -0.6506 1.1090 0.4296 1.06
N 1.9220 1.7818 0.1309 -0.14
C 2.4783 2.6003 -0.9516 -0.40
C 1.9368 4.0436 -0.9819 -0.85
C 0.5021 4.1393 -1.4845 -0.52
N -0.4979 3.5832 -0.5308 -0.39
H 2.1729 2.2116 1.0184 0.36
H 2.3722 0.8588 0.1630 0.10
H 2.2449 2.1202 -1.9107 0.22
H 3.5888 2.6378 -0.8851 0.42
H 2.5433 4.6020 -1.6963 0.40
H 2.0613 4.5584 -0.0009 0.28
H 0.4144 3.5755 -2.4248 0.19
H 0.2462 5.1874 -1.7547 0.48
H -1.4326 3.8062 -0.8867 0.27
H -0.4575 4.1460 0.3347 0.28
C -3.2901 -1.8725 -0.8285 -0.70
Ge -3.7417 -0.5337 0.5111 0.56
C -2.7904 -1.0756 2.1284 -0.92
C -5.6806 -0.6619 0.8392 -1.26
C -3.2391 1.2351 -0.0619 -1.13
H -3.9380 -2.7564 -0.6872 0.46
H -2.2494 -2.1968 -0.7397 -0.12
H -3.4803 -1.4936 -1.8314 0.30
H -2.7316 -2.1662 2.1777 0.36
H -3.3404 -0.7225 3.0206 0.37
H -1.7516 -0.7068 2.1679 0.11
H -5.9235 -1.6916 1.1229 0.39
H -6.2540 -0.4269 -0.0649 0.37
H -6.0199 -0.0157 1.6683 0.34
H -3.9323 1.9681 0.3864 0.39
H -3.4379 1.2777 -1.1470 0.34
O 0.3982 -0.8234 0.3905 -0.57
As 0.6317 -1.7152 -1.1961 1.41
C 2.4410 -1.3975 -1.7268 0.59
C 2.7679 -0.8865 -2.9796 -0.36
C 4.0968 -0.6688 -3.3094 -0.62
C 5.1107 -0.9848 -2.4114 -0.59
C 4.7675 -1.5266 -1.1754 -0.69
C 3.4424 -1.7398 -0.8305 -0.40
C 0.3593 -3.5569 -0.7409 0.47
C 0.5893 -4.5338 -1.7069 -0.72
C 0.4911 -5.8752 -1.3679 -0.77
C 0.1575 -6.2447 -0.0695 -0.52
C -0.0692 -5.2626 0.8847 -0.62
C 0.0366 -3.9195 0.5534 -0.14
C -0.4845 -0.9030 -2.5601 0.65
C -1.1942 -1.6811 -3.4581 -0.90
C -1.9045 -1.0665 -4.4821 -0.64
C -1.9876 0.3054 -4.5679 -0.90
C -1.3072 1.0906 -3.6326 -0.69
C -0.5389 0.4811 -2.6510 1.28
H 1.9669 -0.6754 -3.6907 0.46
H 4.3267 -0.2581 -4.2818 0.45
H 6.1495 -0.8109 -2.6666 0.45
H 5.5542 -1.7667 -0.4766 0.44
H 3.1539 -2.1238 0.1545 0.45
H 0.8455 -4.2336 -2.7234 0.38
H 0.6306 -6.6316 -2.1303 0.43
H 0.0431 -7.2869 0.2148 0.41
H -0.3565 -5.5370 1.9013 0.42
H -0.1633 -3.1390 1.2849 0.38
H -1.2269 -2.7666 -3.3595 0.40
H -2.4268 -1.6952 -5.1840 0.44
H -2.5783 0.7734 -5.3339 0.45
H -1.3697 2.1712 -3.6897 0.45
H 0.1333 1.0838 -2.0024 -0.87
N 2.9185 3.5520 5.3132 -0.36
C 2.4081 2.3009 5.4000 0.20
O 3.0647 1.3502 5.8717 -0.59
C 0.9938 2.1836 4.8618 0.17
C -0.1253 2.0100 5.6858 -0.23
C -1.3709 1.8130 5.0859 -0.89
C -1.4499 1.8117 3.7000 -0.43
N -0.3621 1.8151 2.9077 0.08
C 0.8113 2.1121 3.4887 -0.61
H 3.7622 3.7349 5.8396 0.26
H 2.2678 4.3083 5.1510 0.25
H -0.0339 2.0085 6.7716 0.50
H -2.2591 1.6793 5.6936 0.43
H -2.4037 1.7375 3.1893 0.69
H 1.6486 2.2666 2.8308 0.51
```

A molecular structure, C31H42BrCdN3P2 in a non-equilibrium geometry. Source: the OMol25 dataset; level of theory: wB97M-V/def2-TZVPD.

The value obtained for the frontier orbital gap is 5.27 eV. The value obtained for the HOMO energy is -13.66 eV. Its strongest force on any atom is 3.8 eV/A. As for the total charge: +2. The calculated total energy is -4794.449069 Ha.

XYZ file:
```
80
Properties=species:S:1:pos:R:3:mulliken_charge:R:1
C 2.4905 4.7485 -0.7886 -0.36
C 1.3686 4.4096 -1.5726 0.52
C 1.5529 3.9285 -2.8824 -0.34
C 2.8670 3.7440 -3.3335 -0.46
N 3.9261 3.9795 -2.5468 -0.50
C 3.7630 4.5129 -1.3285 -0.42
C 0.0655 4.3891 -0.9634 -0.58
C -0.9723 4.1901 -0.3504 -0.08
C -1.8901 3.3613 0.4274 0.14
C -1.3477 2.4977 1.4100 0.99
C -2.1905 1.6649 2.2029 -1.21
C -3.3566 1.3538 1.5497 -0.14
C -3.9911 2.1292 0.6355 -0.80
C -3.2808 3.2871 0.1814 -0.52
Cd -1.7361 -0.5440 1.3557 1.64
P 1.4425 -0.6074 0.1798 0.69
H 0.7294 3.5323 -3.4777 0.47
H 2.3999 5.0117 0.2672 0.48
H 3.0806 3.3398 -4.3356 0.42
H 4.6767 4.7123 -0.7466 0.38
H -3.7508 4.0660 -0.4462 0.49
H -0.2671 2.5302 1.5968 0.28
H -4.9983 1.9619 0.2330 0.54
H -1.9947 1.4671 3.2543 1.04
C 2.3547 -2.2291 0.3384 -0.95
C 3.5555 -2.5672 -0.5391 -1.45
H 1.5670 -2.9829 0.1764 0.57
H 2.6429 -2.2930 1.3986 0.57
H 3.8748 -3.5905 -0.2987 0.45
H 3.3240 -2.5536 -1.6102 0.27
H 4.4222 -1.9200 -0.3548 0.26
C 1.7249 -0.1441 -1.6093 -0.23
C 3.0942 0.2968 -2.1187 -1.18
H 1.0113 0.6836 -1.7659 0.36
H 1.3594 -0.9955 -2.2082 0.20
H 3.0022 0.5380 -3.1878 0.42
H 3.4573 1.2049 -1.6207 0.07
H 3.8621 -0.4825 -2.0373 0.20
C 2.5898 0.5640 1.0665 0.20
C 4.0913 0.2921 1.1410 -1.53
H 2.1896 0.5891 2.0919 0.02
H 2.4089 1.5603 0.6325 0.07
H 4.5561 1.0786 1.7533 0.45
H 4.3283 -0.6670 1.6191 0.33
H 4.5835 0.3312 0.1603 0.27
Br -4.1359 -0.9826 1.8912 -0.29
P -2.0139 -1.9871 -1.1406 0.63
C -0.8452 -2.7647 -2.3303 -0.24
C -1.3439 -4.0381 -2.9957 -1.36
H 0.0752 -2.9696 -1.7562 0.12
H -0.5715 -2.0093 -3.0809 0.42
H -0.5557 -4.4255 -3.6508 0.44
H -1.5787 -4.8138 -2.2592 0.29
H -2.2308 -3.8630 -3.6173 0.26
C -3.1647 -3.3291 -0.6110 -0.68
C -4.4571 -3.4756 -1.3982 -1.31
H -3.4151 -3.1114 0.4418 0.45
H -2.5845 -4.2650 -0.6062 0.45
H -5.0923 -4.1965 -0.8668 0.44
H -5.0098 -2.5280 -1.4624 0.25
H -4.2926 -3.8726 -2.4101 0.22
C -2.9673 -0.6993 -2.0481 -0.42
C -3.3707 -0.9922 -3.4892 -1.30
H -2.3149 0.1909 -2.0347 0.37
H -3.8319 -0.4299 -1.4205 0.31
H -3.8932 -0.1087 -3.8783 0.42
H -2.4968 -1.1610 -4.1311 0.31
H -4.0620 -1.8401 -3.5822 0.25
N 0.3992 0.2917 8.6439 -0.36
C 0.3630 0.1104 7.4848 -0.32
C 0.2774 -0.1119 6.0696 0.57
C 0.0618 -1.3959 5.5404 -0.50
C -0.1898 -1.5502 4.1804 -0.58
N -0.2259 -0.4866 3.3421 0.40
C 0.1659 0.7112 3.8383 -0.15
C 0.3344 0.9709 5.1927 -0.96
H 0.0418 -2.2698 6.1864 0.50
H -0.3760 -2.5347 3.7352 0.41
H 0.2701 1.5506 3.1458 0.44
H 0.4447 2.0074 5.5286 0.51
```

A molecular structure, C31H42Cl2NO2P3Tc in a non-equilibrium geometry. Source: the OMol25 dataset; level of theory: wB97M-V/def2-TZVPD.

The value obtained for the frontier orbital gap (spin up / spin down) is 7.93 / 6.35 eV. The value obtained for the HOMO energy (spin up / spin down) is -12.81 / -13.60 eV. Its strongest force on any atom is 7.4 eV/A. Its spin multiplicity is 4. As for the total charge: +2. The calculated total energy is -3436.380262 Ha. Its energy relative to the best compared isomer or geometry (same formula, charge and spin) is 0.00 kcal per mole.

XYZ file:
```
82
Properties=species:S:1:pos:R:3:mulliken_charge:R:1
P 0.8999 1.7943 -4.6061 0.96
C -0.4154 1.4725 -5.6908 0.85
C -0.9094 2.5323 -6.4774 -0.10
H -0.5731 3.5323 -6.3084 0.45
C -1.8259 2.2651 -7.5173 -0.80
H -2.1795 3.0707 -8.1481 0.46
C -2.2587 0.9345 -7.7255 -0.43
H -2.9651 0.7284 -8.5419 0.40
C -1.8105 -0.1044 -6.9138 -0.73
H -2.1640 -1.1432 -7.0814 0.39
C -0.8984 0.1436 -5.8761 -0.73
H -0.5449 -0.6367 -5.2302 0.44
C 0.9715 3.4904 -4.1711 0.23
C -0.1197 4.1508 -3.6301 0.09
H -1.1105 3.5970 -3.4946 0.43
C -0.0922 5.4928 -3.2329 -0.94
H -0.9470 5.9924 -2.7911 0.52
C 1.1175 6.1938 -3.4669 -0.53
H 1.1650 7.2821 -3.1916 0.38
C 2.2394 5.5735 -4.0350 -0.95
H 3.1440 6.1464 -4.2267 0.50
C 2.1337 4.2143 -4.3490 -0.34
H 3.0446 3.7262 -4.8114 0.25
C 2.4073 1.1112 -5.1213 0.64
C 2.7366 1.3487 -6.4658 -0.53
H 2.0526 1.9098 -7.0963 0.47
C 3.9375 0.8814 -7.0147 -0.74
H 4.1932 1.0818 -8.0539 0.43
C 4.8197 0.1376 -6.1876 -0.50
H 5.7667 -0.2272 -6.6058 0.40
C 4.4859 -0.1445 -4.8511 -0.82
H 5.1790 -0.7308 -4.2212 0.43
C 3.2743 0.3186 -4.3266 0.00
H 2.9720 0.0471 -3.3070 0.37
Tc 0.0288 0.1105 -0.3455 -1.32
C 1.2048 1.4678 0.8772 -0.90
C 1.9191 2.4607 0.2971 0.09
H 1.2177 1.2881 1.9367 0.80
C 1.8596 2.5824 -1.2034 1.90
O 3.1600 2.2897 -1.7489 -0.76
H 3.0574 2.1021 -2.6969 0.06
C 0.8484 1.5446 -1.6407 0.30
H 1.4807 3.5932 -1.5301 -0.61
C 0.1515 0.4890 -2.0819 0.04
Cl -0.3655 -0.7402 1.8155 -0.46
Cl -1.6748 -1.5159 -1.2876 -0.42
P -1.8377 1.4229 0.1230 1.18
C -3.1767 0.5915 1.0396 -1.28
H -2.8989 0.5051 2.0966 0.37
H -3.3246 -0.4140 0.6321 0.34
H -4.0996 1.1750 0.9366 0.50
C -1.6350 2.9450 1.1062 -1.30
H -0.9265 3.6236 0.6144 0.16
H -1.2384 2.6895 2.0971 0.33
H -2.6009 3.4599 1.2246 0.50
C -2.7021 2.0210 -1.3599 -1.21
H -2.7388 1.2211 -2.1045 0.35
H -2.1739 2.8871 -1.7788 0.05
H -3.7233 2.3142 -1.0769 0.58
P 3.0551 3.6391 1.1156 1.38
C 2.7416 3.5842 2.8670 -1.22
C 2.6561 5.2086 0.3552 -1.16
H 2.9643 2.5745 3.2450 0.42
H 1.6898 3.8429 3.0666 0.38
H 3.4129 4.3257 3.3278 0.44
H 2.8502 5.1815 -0.7222 0.26
H 3.2866 5.9755 0.8226 0.51
H 1.6018 5.4495 0.5262 0.38
C 4.6983 3.1032 0.6636 -1.25
H 4.8552 2.0829 1.0405 0.42
H 5.4201 3.7909 1.1134 0.49
H 4.7754 3.0916 -0.4313 0.32
H -0.4101 -0.2122 -2.7525 0.33
C 2.9879 -3.1437 -0.3090 -1.49
C 1.6619 -2.4579 -0.2464 0.79
N 0.6084 -3.2198 0.1929 -0.17
O 1.5334 -1.2709 -0.5935 -0.43
H 3.2198 -3.6316 0.6482 0.42
H 3.7455 -2.4023 -0.5482 0.28
H 2.9598 -3.9189 -1.0889 0.37
H -0.3038 -2.8238 0.2937 0.05
H 0.7971 -4.1736 0.4288 0.22
```

2 unconnected molecules or ions with the total composition C31H42ClFINO6PS in a non-equilibrium geometry. Source: the OMol25 dataset; level of theory: wB97M-V/def2-TZVPD.

The value obtained for the frontier orbital gap is 7.88 eV. The value obtained for the HOMO energy is -11.44 eV. Its strongest force on any atom is 1.9 eV/A. As for the total charge: +1. The calculated total energy is -3309.877776 Ha. Its energy relative to the best compared isomer or geometry (same formula, charge and spin) is 0.00 kcal per mole.

XYZ file:
```
85
Properties=species:S:1:pos:R:3:mulliken_charge:R:1
C 5.8277 2.4771 2.6392 -1.24
C 5.2674 2.9263 1.2848 -0.51
C 4.7072 1.7601 0.4778 -0.62
C 3.3932 1.2068 1.0845 0.31
C 3.6247 -0.0290 2.0123 -2.05
C 2.3335 0.8708 0.0454 -0.62
C 2.5724 -0.1005 -0.9487 1.92
C 3.9094 -0.8208 -1.0838 -1.21
I 3.7358 -2.9565 -1.3966 0.18
C 4.8295 -0.2501 -2.1602 -0.42
C 6.2773 -0.6919 -1.9443 -1.35
C 1.5466 -0.4473 -1.8318 -0.72
C 0.2919 0.1344 -1.7342 0.11
C 0.0393 1.1013 -0.7556 0.55
C 1.0577 1.4896 0.1268 0.41
C 0.7867 2.5367 1.1851 -1.77
C 1.5111 3.8534 0.8986 1.15
C 1.4959 4.7695 2.1237 -1.63
Cl 0.8099 4.7019 -0.4986 -0.19
C -1.3685 1.6172 -0.7065 -0.66
O -1.6605 2.7622 -0.5365 -0.53
C -2.4073 0.5662 -0.9407 0.22
C -2.1208 -0.3897 -1.9064 0.83
C -3.0103 -1.4306 -2.1396 -1.16
C -4.1765 -1.5340 -1.3826 0.77
C -5.0340 -2.7649 -1.5943 -1.43
C -4.7061 -3.8260 -0.5151 -0.62
C -3.3599 -4.5154 -0.6975 -0.80
S -2.0266 -3.6537 0.1807 -0.39
C -4.4897 -0.5650 -0.4149 1.25
C -5.7313 -0.6505 0.4321 -2.25
P -7.1284 0.3440 -0.1977 0.91
O -7.3285 1.5095 0.6648 -0.69
O -6.8730 0.7154 -1.7188 -0.48
O -8.4032 -0.6040 -0.1738 -0.52
C -3.5935 0.5024 -0.2047 0.88
C -3.8880 1.5566 0.8366 -1.67
C -3.1223 1.2315 2.0783 0.69
O -2.0482 0.7519 2.1012 -0.42
F -3.7411 1.5141 3.2029 -0.32
C -0.8217 -0.2795 -2.6167 -0.55
O -0.6931 -0.5088 -3.7862 -0.56
H 6.5317 1.6669 2.4812 0.26
H 6.3132 3.3098 3.1325 0.46
H 5.0223 2.1224 3.2729 0.24
H 4.4815 3.6462 1.4901 0.13
H 6.0453 3.4331 0.7248 0.58
H 4.4701 2.1471 -0.5088 0.22
H 5.4587 0.9822 0.3994 0.11
H 3.0391 1.9849 1.7341 0.93
H 2.9904 -0.8570 1.7173 0.40
H 3.4195 0.2342 3.0406 0.42
H 4.6556 -0.3558 1.9305 0.39
H 4.4098 -0.7673 -0.1296 0.28
H 4.4815 -0.6063 -3.1242 0.50
H 4.7899 0.8273 -2.1313 0.44
H 6.9685 -0.0993 -2.5298 0.39
H 6.5342 -0.5708 -0.8960 0.32
H 6.3851 -1.7439 -2.1800 0.38
H 1.6947 -1.1988 -2.5891 0.65
H -0.2712 2.7073 1.3049 0.31
H 1.1401 2.1331 2.1283 0.80
H 2.5377 3.6596 0.6326 -0.39
H 1.5253 4.1620 3.0233 0.36
H 0.5826 5.3509 2.1125 0.47
H 2.3692 5.4110 2.1276 0.40
H -2.7579 -2.1749 -2.8774 0.62
H -6.0810 -2.5043 -1.5053 0.33
H -4.8234 -3.1685 -2.5775 0.58
H -4.6539 -3.3092 0.4382 0.36
H -5.5132 -4.5450 -0.4216 0.44
H -3.0792 -4.5517 -1.7445 0.44
H -3.4210 -5.5412 -0.3557 0.46
H -2.3420 -3.8429 1.4694 0.15
H -6.0561 -1.6784 0.5412 0.62
H -5.5265 -0.2992 1.4327 0.57
H -6.1051 1.3022 -1.7625 0.39
H -8.1687 -1.5054 -0.4306 0.36
H -3.5549 2.5352 0.5104 0.59
H -4.9446 1.6479 1.0584 0.38
N 0.8619 -5.2849 -0.2410 -0.29
H 0.9835 -5.9071 0.5583 0.40
H -0.0864 -4.8769 -0.2186 0.16
H 1.5437 -4.5182 -0.1882 0.16
H 0.9983 -5.8083 -1.1061 0.44
```

A molecular structure, C31H42ClN5O3P3Y. Source: the OMol25 dataset; level of theory: wB97M-V/def2-TZVPD.

The value obtained for the frontier orbital gap is 7.67 eV. The value obtained for the HOMO energy is -12.81 eV. Its strongest force on any atom is 0.2 eV/A. As for the total charge: +2. The calculated total energy is -3228.388039 Ha. Its energy relative to the best compared isomer or geometry (same formula, charge and spin) is 0.00 kcal per mole.

XYZ file:
```
86
Properties=species:S:1:pos:R:3:mulliken_charge:R:1
Y 0.7641 0.1756 -0.4299 0.86
C -3.6636 -1.9333 -0.3176 -1.12
N -3.4821 -0.4861 -0.5003 1.01
C -4.4784 0.1318 -1.3751 -1.03
P -2.5927 0.2694 0.6352 -0.68
O -1.1707 -0.2141 0.6900 -0.12
O -2.6333 1.8181 0.1752 -0.42
P -1.6905 2.7082 -0.7941 0.35
O -0.4219 1.9230 -1.0420 -0.88
N -1.5993 4.0919 0.0343 0.29
C -1.4804 4.1309 1.4957 -0.91
C -1.0386 5.2805 -0.6275 -1.03
N -2.4276 3.0036 -2.1974 0.43
C -3.6243 3.8464 -2.2755 -1.14
C -2.0507 2.3606 -3.4568 -0.82
N -3.2695 0.1448 2.0943 0.33
C -2.4854 0.2526 3.3286 -0.86
C -4.7091 0.3534 2.2656 -0.99
H -4.6107 -2.1516 0.1811 0.32
H -2.8499 -2.3452 0.2781 0.30
H -3.6612 -2.4196 -1.2940 0.36
H -5.4913 -0.0774 -1.0223 0.35
H -4.3763 -0.2806 -2.3804 0.23
H -4.3379 1.2073 -1.4179 0.34
H -2.0122 3.2984 1.9472 0.17
H -1.9298 5.0563 1.8533 0.38
H -0.4337 4.1106 1.8081 0.31
H -1.1446 5.2042 -1.7070 0.35
H 0.0188 5.3974 -0.3845 0.34
H -1.5806 6.1609 -0.2845 0.34
H -3.8813 4.2391 -1.2946 0.32
H -4.4671 3.2677 -2.6584 0.41
H -3.4461 4.6823 -2.9533 0.36
H -1.0972 1.8516 -3.3527 0.11
H -1.9556 3.1212 -4.2322 0.35
H -2.8152 1.6442 -3.7671 0.25
H -1.4376 0.0470 3.1272 0.17
H -2.8544 -0.4814 4.0444 0.33
H -2.5852 1.2474 3.7690 0.31
H -5.2343 0.1976 1.3250 0.24
H -4.9204 1.3639 2.6214 0.33
H -5.0897 -0.3617 2.9941 0.35
C 1.6380 -4.3775 -1.1754 -0.57
C 0.6465 -3.9222 -0.3201 -0.69
C 0.9103 -2.8589 0.5374 0.12
C 2.1702 -2.2483 0.5508 -0.03
C 3.1549 -2.7064 -0.3304 -0.59
C 2.8910 -3.7704 -1.1775 -0.83
P 2.4033 -0.8038 1.6608 1.44
C 3.0427 -1.4244 3.2267 0.44
C 3.1001 -0.5356 4.3003 -0.43
C 3.6361 -0.9448 5.5101 -0.75
C 4.1018 -2.2450 5.6574 -0.48
C 4.0368 -3.1339 4.5943 -0.78
C 3.5120 -2.7267 3.3763 -0.20
C 3.6583 0.1482 0.7739 -0.47
C 5.0046 0.2355 1.0983 -0.43
C 5.8383 0.9839 0.2762 -0.64
C 5.3163 1.6136 -0.8456 -0.80
C 3.9612 1.5119 -1.1491 -0.21
C 3.0750 0.7830 -0.3473 0.71
H 1.4420 -5.2131 -1.8349 0.47
H -0.3236 -4.4027 -0.3076 0.50
H 0.1440 -2.5136 1.2262 0.49
H 4.1265 -2.2266 -0.3427 0.53
H 3.6667 -4.1359 -1.8382 0.49
H 2.7351 0.4792 4.1887 0.40
H 3.6876 -0.2510 6.3382 0.41
H 4.5160 -2.5658 6.6037 0.41
H 4.4003 -4.1460 4.7103 0.42
H 3.4727 -3.4250 2.5496 0.39
H 5.3987 -0.2622 1.9772 0.48
H 6.8909 1.0749 0.5098 0.43
H 5.9703 2.1953 -1.4831 0.42
H 3.5987 2.0344 -2.0300 0.46
Cl -2.5662 -2.8242 -4.2118 -0.18
C -0.9583 -2.3074 -3.8819 -0.03
C 0.0975 -2.6533 -4.7157 -0.30
C 1.3671 -2.2026 -4.3951 -0.79
C 1.5447 -1.4340 -3.2580 -0.55
N 0.5195 -1.1002 -2.4630 0.52
C -0.7129 -1.5274 -2.7709 -0.34
H -0.0790 -3.2587 -5.5947 0.51
H 2.2146 -2.4452 -5.0201 0.50
H 2.5214 -1.0666 -2.9663 0.48
H -1.5241 -1.2376 -2.1093 0.44
```